Density functional theory data (ωB97M-V/def2-TZVPD) for a 5-piece molecular cluster, C30H40N4O6 overall.

As for the spin multiplicity: 1. The calculation puts the HOMO-LUMO gap at 9.4 eV. As for the structure (SMILES): CCOCCOCOC(=O)OCCCCO.c1ccncc1.c1ccncc1.c1ccncc1.c1ccncc1.

Last column: Mulliken charge in e.
CARTESIAN COORDINATES (ANGSTROEM)
C: -1.22365 -0.53488 5.68707  -0.73
C: -0.53222 -1.90044 5.75254  -0.33
O: -0.38011 -2.50354 4.47288  -0.50
C: 0.41836 -1.76475 3.56506  0.55
C: 1.41143 -2.70911 2.86805  -0.83
O: 1.53563 -2.46779 1.46699  -0.40
C: 2.12346 -1.26375 1.11070  -0.08
O: 1.11365 -0.35095 0.64796  -0.25
C: 0.83706 0.75188 1.35320  0.64
O: -0.28812 1.09306 1.60620  -0.44
O: 1.94084 1.46879 1.63533  -0.39
C: 2.09342 1.84066 3.02652  0.17
C: 3.54154 1.64002 3.46667  -0.71
C: 3.62509 1.10542 4.90429  -0.37
C: 5.05355 1.16517 5.43565  -0.52
O: 5.20608 0.66251 6.75164  -0.53
H: -1.97044 -0.55896 4.88988  0.16
H: -0.50271 0.25686 5.46295  0.07
H: -1.71395 -0.30056 6.63459  0.49
H: 0.45365 -1.81104 6.23725  0.25
H: -1.12999 -2.60633 6.33637  0.37
H: -0.22361 -1.32370 2.79396  0.28
H: 0.95260 -0.96861 4.09971  -0.18
H: 2.40641 -2.65738 3.33115  0.25
H: 1.02425 -3.72553 2.96527  0.37
H: 2.67460 -0.82153 1.95014  0.03
H: 2.80480 -1.43118 0.27260  0.32
H: 1.77766 2.88086 3.13991  0.41
H: 1.42696 1.22016 3.63387  -0.33
H: 4.00787 0.91390 2.79141  0.32
H: 4.09611 2.58196 3.41282  0.40
H: 3.29368 0.05520 4.90922  0.23
H: 2.96521 1.67942 5.56542  0.36
H: 5.38304 2.21159 5.44355  0.31
H: 5.70995 0.62469 4.73804  0.28
H: 4.48666 0.04887 6.94418  0.32
C: -5.70992 2.54284 3.35487  -0.13
C: -5.68852 1.60721 4.37663  -0.67
C: -4.45951 1.21838 4.88776  0.04
N: -3.29539 1.69298 4.45161  -0.31
C: -3.33054 2.58828 3.46683  -0.13
C: -4.50575 3.04534 2.88891  -0.59
H: -6.64806 2.87120 2.92629  0.38
H: -6.60290 1.18400 4.76937  0.35
H: -4.40264 0.48580 5.68680  0.33
H: -2.36771 2.94786 3.12090  0.36
H: -4.47325 3.77285 2.08954  0.37
C: -1.06308 0.63702 -2.19119  -0.59
C: -2.03003 1.03916 -1.28309  -0.18
C: -3.33647 1.16750 -1.73221  -0.54
N: -3.71796 0.93073 -2.98707  -0.57
C: -2.77474 0.54451 -3.84611  -0.19
C: -1.44105 0.38669 -3.49935  0.23
H: -0.03153 0.51515 -1.88363  0.50
H: -1.77838 1.24132 -0.25154  0.44
H: -4.12197 1.47246 -1.04963  0.42
H: -3.09564 0.36088 -4.86471  0.38
H: -0.71620 0.06602 -4.23320  0.09
C: 3.68541 -2.09129 -5.92851  -0.13
C: 3.13402 -0.82206 -6.00010  -0.81
C: 1.98762 -0.55952 -5.26512  0.02
N: 1.38297 -1.46230 -4.49481  -0.18
C: 1.92409 -2.67694 -4.43481  -0.42
C: 3.06925 -3.04011 -5.12828  -0.47
H: 4.58005 -2.33653 -6.48628  0.40
H: 3.57961 -0.04933 -6.61137  0.39
H: 1.52815 0.42377 -5.29519  0.42
H: 1.41189 -3.39180 -3.80025  0.43
H: 3.46478 -4.04276 -5.04118  0.38
C: -1.48891 -1.05025 -9.63252  -0.26
C: -2.40013 -0.00661 -9.61730  -0.42
C: -2.59280 0.68488 -8.43037  -0.24
N: -1.94946 0.40120 -7.30028  -0.36
C: -1.07976 -0.60722 -7.32860  0.13
C: -0.81313 -1.35913 -8.46311  -0.67
H: -1.31086 -1.61447 -10.53902  0.37
H: -2.95309 0.26834 -10.50503  0.36
H: -3.29697 1.50818 -8.37982  0.37
H: -0.57546 -0.82824 -6.39401  0.31
H: -0.09480 -2.16696 -8.42488  0.38

---

Density functional theory data (ωB97M-V/def2-TZVPD) for C3H10NS2 as an isolated structure in a non-equilibrium geometry.

As for the spin multiplicity: 1. The calculation puts the HOMO-LUMO gap at 10.1 eV. As for the charge: +1.

Last column: natural (NBO) charge in e.
CARTESIAN COORDINATES (ANGSTROEM)
C: -0.90669 1.20982 -0.23898  -0.67
C: 2.78156 -0.62068 0.50795  -0.63
C: -1.30531 -0.09717 0.39559  -0.17
N: -1.33938 -1.12479 -0.65841  -0.79
S: 1.19023 -1.62320 0.47360  0.12
S: -0.14598 -0.77335 1.73885  0.15
H: -1.80067 1.73241 -0.57434  0.25
H: -0.38162 1.01555 -1.22132  0.22
H: -0.19060 1.82173 0.44695  0.27
H: 2.44829 0.30789 0.88870  0.24
H: 2.99061 -0.62608 -0.51733  0.23
H: 3.43676 -1.17117 1.10852  0.24
H: -2.25551 0.01104 1.01752  0.26
H: -1.88218 -0.63345 -1.46352  0.45
H: -1.94296 -1.95842 -0.40424  0.44
H: -0.14803 -1.45600 -0.70289  0.39

---

Number 1: total energy -50001.92067 eV. Number 2: total energy -26426.15539 eV.